Entry 1:
The molecule C6H9NO. Source: the OMol25 dataset; level of theory: wB97M-V/def2-TZVPD.

Summary:
Electronic energy ... -363.79996 hartree
SMILES ... N[C@@]12COC=C[C@H]1C2
ΔE to the lowest compared entry with this formula, charge and spin ... 6.103 eV

The geometry in XYZ format:
```
17
Properties=species:S:1:pos:R:3:forces:R:3
N 0.747 -0.681 1.316 -2.54 -2.52 5.42
C 0.911 -0.539 -0.067 -1.47 1.74 -0.57
C -0.229 -1.203 -0.701 2.72 -3.48 -1.17
O -1.440 -0.631 -0.424 -3.26 0.57 -0.04
C -1.653 0.563 0.216 -0.75 -2.05 -0.20
C -0.628 1.366 0.338 -0.26 4.20 0.84
C 0.448 0.877 -0.482 1.73 2.39 -2.40
C 1.888 0.566 -0.391 1.16 0.73 3.99
H -0.297 -0.253 1.781 3.93 -1.62 -2.08
H 0.718 -1.804 1.595 0.16 3.78 -0.96
H -0.045 -1.304 -1.812 -0.72 -0.47 1.15
H -0.172 -2.102 -0.015 -0.91 -0.47 -2.05
H -2.681 0.594 0.580 0.44 0.36 -0.05
H -0.758 2.419 0.773 0.45 -1.81 -0.45
H 0.222 1.018 -1.633 0.09 -0.81 2.26
H 2.460 0.719 -1.280 0.39 -0.34 -0.32
H 2.419 0.739 0.713 -1.15 -0.17 -3.37
```
Positions in Å, forces in eV/Å.

=====

Entry 2:
A cluster of 2 separate species, C11H28O2P in total. Source: the OMol25 dataset; level of theory: wB97M-V/def2-TZVPD.

Summary:
Electronic energy ... -927.40361 hartree
Net charge ... +1

The geometry in XYZ format:
```
42
Properties=species:S:1:pos:R:3:forces:R:3
C 2.487 -3.491 2.732 -0.67 -0.50 -0.25
C 1.494 -4.483 2.021 1.41 0.39 1.03
O 0.355 -4.688 2.855 -0.17 0.60 -1.19
C -0.781 -5.108 2.107 -1.53 0.13 0.49
C -1.952 -4.060 2.135 -0.12 -1.83 -0.11
O -1.736 -2.920 1.288 0.55 0.31 0.77
C -0.900 -1.961 1.883 -0.23 0.79 -0.16
P 0.282 -1.393 0.512 0.00 -0.33 0.17
H 2.600 -3.776 3.795 0.11 0.07 -0.60
H 2.084 -2.449 2.728 0.34 -0.66 0.00
H 3.466 -3.522 2.207 -0.59 0.11 0.45
H 1.250 -4.033 1.031 -0.18 -0.68 0.40
H 1.992 -5.475 1.912 -0.21 0.75 -0.41
H -1.203 -6.021 2.589 0.34 0.50 -0.30
H -0.567 -5.362 1.047 0.16 0.19 0.59
H -2.248 -3.796 3.174 0.44 0.18 -0.62
H -2.828 -4.595 1.700 0.54 0.54 0.18
H -1.447 -1.028 2.174 0.19 -0.62 -0.31
H -0.360 -2.302 2.791 0.03 0.00 -0.73
H 0.419 0.019 0.468 -0.08 -0.51 -0.04
H 1.589 -1.926 0.650 -0.46 0.30 -0.08
H -0.191 -1.857 -0.754 0.11 0.35 0.68
C -1.108 5.964 -2.281 -0.06 -0.03 -0.10
C -1.535 4.553 -1.894 0.01 0.07 0.11
C -0.554 3.867 -0.943 -0.01 -0.07 0.00
C 0.853 3.649 -1.507 -0.05 0.09 -0.05
C 0.913 2.837 -2.801 0.16 -0.01 0.20
C 0.390 1.415 -2.642 -0.12 -0.04 -0.21
H -0.157 5.966 -2.818 -0.01 0.03 0.02
H -1.854 6.419 -2.935 0.05 0.04 0.03
H -1.004 6.596 -1.396 0.03 -0.01 -0.03
H -1.678 3.951 -2.796 0.01 -0.03 0.02
H -2.512 4.606 -1.404 0.02 -0.05 -0.03
H -0.978 2.904 -0.635 0.00 0.00 0.01
H -0.471 4.462 -0.028 -0.01 0.00 -0.02
H 1.459 3.147 -0.743 0.04 0.01 -0.02
H 1.330 4.617 -1.678 -0.01 -0.03 0.03
H 1.954 2.790 -3.131 -0.05 0.03 -0.04
H 0.363 3.343 -3.598 -0.02 -0.01 0.03
H 0.965 0.874 -1.881 0.05 0.02 0.01
H 0.483 0.869 -3.583 -0.01 -0.06 0.09
H -0.664 1.400 -2.355 0.01 0.00 0.01
```
Positions in Å, forces in eV/Å.

=====

Number 1: HOMO-LUMO gap 9.77 eV. Number 2: HOMO-LUMO gap 9.83 eV.